Computed, not measured: a cluster of 2 separate species, C5H7NO in total at a distorted geometry, with ωB97M-V/def2-TZVPD.

XYZ file:
```
14
Properties=species:S:1:pos:R:3:forces:R:3
O 2.9207 0.1847 -0.5242 -0.715 0.146 -0.230
C 1.9684 0.4220 -1.0940 2.017 -0.553 -0.624
C -0.1051 -0.0527 -0.0206 -1.033 0.339 0.620
C -1.0504 -0.7567 -0.8758 -0.286 -0.201 -0.352
N -1.3583 -0.6258 0.5588 -0.293 -0.433 0.067
C -0.0798 1.4140 0.2087 0.592 0.582 -0.223
C -0.0392 -1.0925 1.0043 0.160 -0.317 0.341
H 0.8223 1.8626 -0.2452 -0.725 0.350 0.533
H -1.6454 -0.1373 -1.5424 -0.164 -0.186 0.144
H -0.8313 -1.7617 -1.2322 0.175 0.091 -0.109
H -0.9755 1.8396 -0.2575 0.221 0.074 0.113
H -0.1174 1.5925 1.2887 0.076 0.151 -0.224
H 0.2589 -0.7774 2.0014 -0.224 -0.133 -0.011
H 0.2321 -2.1112 0.7301 0.198 0.089 -0.047
```
Forces are in eV/Å.

Computed properties:
Electronic energy in hartree: -324.599202
Energy above the lowest of the compared OMol25 structures with the same formula, charge and spin in kJ/mol: 328.9
Spin multiplicity: 1
Highest occupied orbital energy in eV: -9.9
Orbital gap in eV: 10.9
Total charge: 0